ORCA calculation (ωB97M-V with the def2-TZVPD basis set) on 12 unconnected molecules or ions with the total composition C6H33N2O11 in a non-equilibrium geometry.

Element x y z (Å)
C 1.2671 3.1619 -2.3651
C 1.1239 1.7018 -2.0239
C 1.1392 1.4502 -0.4983
C 0.7293 0.1060 -0.0070
C 0.7752 -1.1112 -0.5987
N 0.1358 -2.0026 0.2726
C -0.4207 -1.2936 1.2309
N -0.1209 -0.0159 1.0849
H 0.2917 3.6561 -2.3644
H 1.8074 3.3356 -3.2962
H 1.9011 3.6867 -1.6433
H 2.0430 1.1389 -2.2723
H 0.4690 1.0951 -2.6427
H 0.4139 2.0878 0.0131
H 2.1167 1.7656 -0.1344
H 1.1072 -1.4694 -1.5522
H 0.0759 -2.9784 -0.0029
H -0.8896 -1.8194 2.0468
H -0.2046 0.6041 1.9130
H -0.2643 2.9453 2.2918
H -0.6567 2.0286 3.5761
O -0.2220 2.0894 2.7255
H 4.7259 0.3196 2.9295
H 4.0985 1.7895 3.1882
O 3.9816 0.9071 2.8291
H 4.9000 2.1052 0.0042
H 4.0607 1.3869 1.1001
O 4.2386 1.4201 0.1384
H -2.3745 -3.5334 -0.2668
H -1.3340 -4.5678 -0.8504
O -1.6363 -4.1168 -0.0561
H -2.8337 1.5033 0.0894
H -3.6303 1.2206 -1.0847
O -2.9820 0.7691 -0.5247
H -2.0618 -4.2824 1.7311
H -2.4417 -3.8722 3.0411
O -1.7005 -3.7339 2.4321
H -0.7199 4.0324 -0.1131
H -1.9775 4.4818 0.5669
O -1.4339 3.7193 0.4571
H 1.7464 -0.8508 3.4442
H 2.1706 -1.5876 2.2862
O 1.4516 -1.6200 2.9359
H -1.2370 0.1235 -1.7037
H -1.7314 -0.1941 -3.0941
O -1.1707 -0.5444 -2.3991
H -4.4517 -1.8366 -1.8955
H -3.2650 -1.3052 -0.9872
O -3.6671 -2.0752 -1.4005
H -0.7546 -3.6449 -3.4276
H -1.6021 -2.7170 -2.6138
O -0.9853 -3.4586 -2.5093

Computed properties:
HOMO energy   -0.43530 hartree
Total charge   +1
Multiplicity   1
Maximum force   2.8 eV/Å